[1]
C47H71GeN4O4P3Rb | ωB97M-V with the def2-TZVPD basis set

Values from the calculation:
* highest occupied orbital energy (spin up / spin down): -6.502 / -6.503 eV
* 2S+1: 2
* orbital gap (spin up / spin down): 0.244 / 0.210 Ha
* energy: -5478.5471 hartree
* energy relative to the best compared isomer or geometry (same formula, charge and spin): 22.64 kcal per mole
* ⟨S²⟩: 0.75

Each line ends with the Löwdin spin population.
Cartesian coordinates (Å):
Rb: 0.064 -0.087 0.718  0.06
C: 1.054 3.968 -1.068  0.00
C: 2.437 3.367 -1.318  0.00
C: 3.009 3.927 -2.620  0.00
P: 2.334 1.506 -1.193  0.01
C: 4.090 1.003 -0.745  0.00
C: 4.397 -0.443 -1.143  0.00
C: 5.272 1.908 -1.099  0.00
C: 2.104 0.977 -2.923  0.00
C: 3.159 0.959 -3.846  0.00
C: 3.004 0.532 -5.150  0.00
C: 1.742 0.096 -5.551  0.00
C: 0.684 0.105 -4.666  0.00
C: 0.820 0.552 -3.332  0.00
N: -0.253 0.481 -2.447  0.00
C: -1.510 0.752 -2.983  0.00
C: -1.679 1.751 -3.967  0.00
C: -2.921 2.084 -4.468  0.00
C: -4.068 1.440 -4.010  0.00
C: -3.924 0.471 -3.033  0.00
C: -2.680 0.117 -2.500  0.00
P: -2.474 -1.093 -1.156  0.00
C: -2.563 -2.750 -2.002  0.00
C: -1.157 -3.258 -2.323  0.00
C: -3.419 -2.801 -3.266  0.00
C: -4.049 -1.062 -0.141  0.00
C: -4.446 0.369 0.236  0.00
C: -5.289 -1.846 -0.574  0.00
H: 1.104 5.061 -1.092  0.00
H: 0.640 3.658 -0.109  0.00
H: 0.349 3.650 -1.847  0.00
H: 3.083 3.666 -0.487  0.00
H: 2.383 3.642 -3.468  0.00
H: 4.020 3.583 -2.834  0.00
H: 3.030 5.020 -2.572  0.00
H: 4.026 1.016 0.345  0.00
H: 4.472 -0.552 -2.226  0.00
H: 3.628 -1.142 -0.814  0.00
H: 5.354 -0.753 -0.711  0.00
H: 5.520 1.880 -2.161  0.00
H: 6.159 1.564 -0.557  0.00
H: 5.105 2.948 -0.822  0.00
H: 4.137 1.304 -3.531  0.00
H: 3.840 0.537 -5.837  0.00
H: 1.585 -0.261 -6.562  0.00
H: -0.289 -0.245 -4.993  0.00
H: -0.799 2.267 -4.333  0.00
H: -2.999 2.861 -5.221  0.00
H: -5.046 1.688 -4.403  0.00
H: -4.811 -0.037 -2.675  0.00
H: -2.992 -3.411 -1.238  0.00
H: -0.649 -2.577 -3.016  0.00
H: -1.209 -4.240 -2.803  0.00
H: -0.549 -3.335 -1.422  0.00
H: -2.996 -2.151 -4.035  0.00
H: -4.448 -2.486 -3.107  0.00
H: -3.437 -3.822 -3.661  0.00
H: -3.694 -1.549 0.775  0.00
H: -4.995 0.846 -0.578  0.00
H: -3.588 1.014 0.439  0.00
H: -5.095 0.361 1.116  0.00
H: -5.778 -1.408 -1.446  0.00
H: -6.022 -1.837 0.239  0.00
H: -5.069 -2.888 -0.800  0.00
O: -1.343 1.855 -0.212  0.00
H: -1.839 2.497 -0.728  0.00
H: -0.747 1.413 -0.877  0.00
O: 1.224 -1.482 -1.094  0.00
H: 0.555 -0.864 -1.517  0.00
H: 1.531 -2.052 -1.804  0.00
O: 2.343 -0.784 1.766  0.02
H: 2.175 -0.919 0.819  0.00
H: 3.300 -0.698 1.837  0.00
O: -1.762 0.165 2.466  0.01
H: -2.004 0.121 1.531  0.00
H: -2.258 0.920 2.800  0.00
C: -0.798 -4.921 4.206  0.00
N: 0.180 -3.842 4.301  0.00
C: 1.502 -4.380 3.983  0.00
N: 1.579 -5.058 2.687  0.00
C: 0.548 -6.096 2.649  0.00
N: -0.809 -5.612 2.916  0.00
C: -1.271 -4.722 1.843  0.00
P: -0.217 -3.208 1.593  0.00
C: -0.159 -2.733 3.399  0.00
C: 1.413 -4.107 1.580  0.00
H: -1.793 -4.516 4.401  0.00
H: -0.567 -5.655 4.980  0.00
H: 1.768 -5.104 4.756  0.00
H: 2.229 -3.566 4.004  0.00
H: 0.792 -6.841 3.408  0.00
H: 0.567 -6.581 1.671  0.00
H: -2.297 -4.406 2.049  0.00
H: -1.301 -5.283 0.905  0.00
H: -1.127 -2.313 3.681  0.00
H: 0.577 -1.937 3.529  0.00
H: 2.215 -3.370 1.610  0.00
H: 1.504 -4.644 0.633  0.00
C: -0.635 3.049 3.378  0.10
Ge: 0.941 1.935 3.129  0.48
C: 1.060 0.600 4.523  0.07
C: 2.314 0.072 4.837  0.03
C: 2.448 -0.906 5.815  0.00
C: 1.326 -1.367 6.493  0.03
C: 0.075 -0.845 6.198  0.00
C: -0.058 0.128 5.214  0.03
C: 2.540 3.034 3.295  0.09
C: 3.380 3.139 2.220  0.02
C: 4.548 3.943 2.252  0.00
C: 4.853 4.640 3.378  0.00
C: 4.016 4.565 4.525  0.00
C: 4.336 5.287 5.704  0.00
C: 3.544 5.208 6.811  0.00
C: 2.387 4.394 6.791  0.00
C: 2.053 3.691 5.669  0.01
C: 2.854 3.757 4.494  0.02
H: -1.238 2.671 4.207  0.01
H: -1.241 3.094 2.473  0.00
H: -0.284 4.055 3.619  0.01
H: 3.197 0.435 4.321  0.00
H: 3.427 -1.305 6.050  0.00
H: 1.427 -2.138 7.247  0.00
H: -0.801 -1.209 6.721  0.00
H: -1.047 0.504 4.979  0.00
H: 3.143 2.610 1.312  0.01
H: 5.186 4.001 1.379  0.00
H: 5.738 5.265 3.421  0.00
H: 5.229 5.902 5.708  0.00
H: 3.801 5.762 7.705  0.00
H: 1.764 4.323 7.674  0.00
H: 1.171 3.059 5.682  0.00

[2]
C3H2BrClO | ωB97M-V with the def2-TZVPD basis set

Values from the calculation:
* highest occupied orbital energy: -10.476 eV
* 2S+1: 1
* orbital gap: 0.384 Ha
* SMILES string: O=C(Br)/C=C/Cl
* energy: -3224.9150 hartree
* energy relative to the best compared isomer or geometry (same formula, charge and spin): 8.22 kcal per mole

Each line ends with the Mulliken charge.
Cartesian coordinates (Å):
O: -1.097 1.548 0.243  -0.42
C: -1.205 0.388 0.066  0.62
Br: -2.859 -0.472 -0.229  -0.15
C: 0.138 -0.612 -0.110  -0.35
C: 1.218 0.104 0.011  -0.18
Cl: 2.807 -0.565 0.092  -0.16
H: -0.306 -1.607 -0.223  0.33
H: 1.304 1.216 0.150  0.30

[3]
C22H23NO2ReS5Sb | ωB97M-V with the def2-TZVPD basis set

Values from the calculation:
* highest occupied orbital energy (spin up / spin down): -3.914 / -4.790 eV
* total charge: -1
* 2S+1: 4
* orbital gap (spin up / spin down): 0.183 / 0.222 Ha
* energy: -3366.9083 hartree
* energy relative to the best compared isomer or geometry (same formula, charge and spin): 8.63 kcal per mole
* ⟨S²⟩: 3.79

Each line ends with the Löwdin spin population.
Cartesian coordinates (Å):
Re: -0.280 -0.846 1.991  2.08
S: -1.577 -4.609 3.412  0.02
Sb: -0.957 -2.606 4.397  0.05
S: -2.189 -0.907 3.269  0.13
S: 1.170 -1.815 3.436  0.19
S: -0.956 -2.240 6.670  0.06
C: 0.065 -2.360 0.519  0.03
C: 1.343 -2.289 -0.127  0.00
C: 2.629 -2.382 0.405  0.00
C: 3.791 -2.262 -0.336  0.00
C: 3.771 -1.847 -1.735  0.00
C: 2.523 -1.721 -2.295  0.00
C: 1.333 -1.913 -1.490  0.00
H: -0.045 -3.245 1.149  0.01
H: -0.806 -2.223 -0.153  0.01
H: 2.723 -2.618 1.462  0.00
H: 4.745 -2.517 0.130  0.00
H: 4.678 -1.571 -2.181  0.00
H: 2.414 -1.458 -3.331  0.00
H: 0.381 -1.645 -1.922  0.00
S: 0.318 1.245 2.624  0.06
C: 1.948 1.604 3.275  0.09
N: 2.705 2.514 2.639  0.06
C: 4.046 2.629 2.906  0.01
C: 4.615 1.881 3.906  0.03
C: 3.792 0.981 4.683  0.04
C: 2.439 0.943 4.375  0.02
H: 2.362 2.932 1.752  0.00
H: 4.599 3.343 2.287  0.00
H: 5.641 2.125 4.188  0.00
H: 4.147 0.435 5.555  0.00
H: 1.735 0.299 4.959  0.01
C: -3.635 0.152 -5.436  0.00
C: -3.310 0.609 -4.043  0.00
C: -3.954 0.084 -2.907  0.00
C: -3.528 0.309 -1.617  0.00
C: -4.317 -0.078 -0.389  0.00
C: -2.327 1.022 -1.450  0.00
C: -1.842 1.809 -2.530  0.00
C: -0.827 2.895 -2.431  0.00
C: -2.292 1.505 -3.804  0.00
C: -1.525 1.072 -0.128  0.01
O: -1.081 2.118 0.330  0.01
O: -1.425 -0.190 0.376  0.07
H: -3.948 -0.895 -5.356  0.00
H: -2.766 0.269 -6.097  0.00
H: -4.463 0.792 -5.816  0.00
H: -4.862 -0.534 -2.989  0.00
H: -5.241 -0.528 -0.697  0.00
H: -4.540 0.853 0.171  0.00
H: -3.711 -0.680 0.294  0.00
H: 0.143 2.553 -2.855  0.00
H: -0.707 3.187 -1.381  0.00
H: -1.082 3.805 -2.981  0.00
H: -1.863 2.013 -4.684  0.00

[4]
C37H34AsBiBrCl5N4S3 | ωB97M-V with the def2-TZVPD basis set

Values from the calculation:
* highest occupied orbital energy: -7.297 eV
* 2S+1: 1
* orbital gap: 0.266 Ha
* energy: -10169.3692 hartree
* energy relative to the best compared isomer or geometry (same formula, charge and spin): 0.00 kcal per mole

Each line ends with the Mulliken charge.
Cartesian coordinates (Å):
Bi: 0.315 0.223 0.534  1.64
C: -0.288 0.524 -3.356  -1.08
C: -1.501 1.203 -2.725  -0.45
N: -1.214 1.877 -1.469  0.35
C: -0.680 3.225 -1.528  -0.81
C: 0.763 3.313 -2.014  -1.04
S: 1.935 2.218 -1.155  0.34
C: 2.568 1.147 -2.485  -1.12
C: 1.927 -0.238 -2.662  -0.54
N: 0.499 -0.244 -2.393  0.47
H: -0.643 -0.109 -4.179  0.46
H: 0.363 1.271 -3.809  0.48
H: -1.943 1.880 -3.473  0.31
H: -2.249 0.442 -2.511  -0.24
H: -2.049 1.891 -0.897  0.25
H: -1.279 3.883 -2.178  0.39
H: -0.737 3.629 -0.515  0.18
H: 0.850 3.118 -3.082  0.56
H: 1.118 4.330 -1.843  0.64
H: 2.511 1.738 -3.399  0.55
H: 3.629 1.015 -2.268  0.52
H: 2.171 -0.573 -3.682  0.47
H: 2.395 -0.940 -1.974  0.12
H: 0.159 -1.198 -2.343  -0.13
Cl: 4.152 1.073 0.960  -0.28
C: 3.732 -0.617 0.925  1.27
C: 2.444 -0.997 0.583  -1.75
C: 2.254 -2.360 0.385  1.24
Cl: 0.708 -2.881 -0.227  -0.17
C: 3.237 -3.315 0.613  -0.40
Cl: 2.923 -4.987 0.362  -0.19
C: 4.492 -2.895 1.050  0.55
Cl: 5.722 -4.050 1.380  -0.19
C: 4.750 -1.534 1.189  -0.27
Cl: 6.315 -1.006 1.676  -0.18
S: -1.921 1.952 1.563  -0.57
C: -1.697 1.971 3.302  0.87
C: -2.777 1.939 4.189  -0.72
C: -2.572 1.964 5.557  -0.70
C: -1.286 2.022 6.084  -0.82
C: -0.202 2.052 5.223  -0.73
C: -0.409 2.034 3.849  -0.21
As: 1.065 2.003 2.618  0.55
C: 2.596 1.664 3.746  -0.08
C: 2.892 0.339 4.054  -0.22
C: 4.005 0.044 4.828  -0.61
C: 4.818 1.067 5.297  -0.58
C: 4.511 2.388 5.004  -0.75
C: 3.399 2.690 4.228  -0.40
C: 1.264 3.843 2.045  0.42
C: 2.435 4.272 1.426  0.20
C: 2.539 5.573 0.955  -0.83
C: 1.472 6.450 1.097  -0.58
C: 0.307 6.026 1.720  -0.74
C: 0.200 4.727 2.195  -0.59
H: -3.781 1.890 3.786  0.44
H: -3.426 1.932 6.223  0.36
H: -1.130 2.035 7.155  0.40
H: 0.804 2.080 5.623  0.40
H: 2.257 -0.461 3.689  0.30
H: 4.238 -0.988 5.059  0.44
H: 5.690 0.834 5.894  0.39
H: 5.138 3.187 5.376  0.42
H: 3.169 3.723 3.998  0.45
H: 3.272 3.596 1.309  0.25
H: 3.455 5.898 0.478  0.43
H: 1.553 7.465 0.729  0.38
H: -0.527 6.707 1.839  0.43
H: -0.714 4.400 2.673  0.49
Br: -0.272 -1.318 2.768  -0.56
N: -3.252 -1.201 0.912  -0.30
C: -3.189 -1.438 -0.418  0.53
N: -2.243 -2.104 -1.001  -0.23
C: -2.510 -2.250 -2.352  -0.09
C: -1.691 -2.915 -3.264  -0.29
C: -2.050 -2.937 -4.601  -0.71
C: -3.217 -2.312 -5.043  -0.57
C: -4.049 -1.659 -4.147  -0.55
C: -3.689 -1.642 -2.808  0.64
S: -4.501 -0.890 -1.460  -0.29
H: -2.425 -1.470 1.438  0.07
H: -3.633 -0.314 1.208  0.25
H: -0.796 -3.414 -2.913  0.45
H: -1.420 -3.454 -5.313  0.39
H: -3.481 -2.344 -6.092  0.40
H: -4.958 -1.179 -4.486  0.42

[5]
C5H6Br2S | ωB97M-V with the def2-TZVPD basis set

Values from the calculation:
* highest occupied orbital energy (spin up / spin down): -7.697 / -7.691 eV
* 2S+1: 1
* orbital gap (spin up / spin down): 0.256 / 0.264 Ha
* energy: -5740.2214 hartree
* energy relative to the best compared isomer or geometry (same formula, charge and spin): 43.92 kcal per mole

Each line ends with the Mulliken charge.
Cartesian coordinates (Å):
C: -1.396 0.940 0.897  -0.31
C: -1.935 0.353 -0.247  0.47
C: -1.261 -0.039 -1.353  -1.10
C: 1.002 -0.314 0.443  0.22
C: 2.488 -0.301 0.302  -1.23
S: 0.249 0.910 1.328  -0.09
Br: -3.860 0.134 -0.224  -0.21
Br: 0.148 -1.962 0.119  -0.01
H: -2.026 1.364 1.659  0.39
H: -0.227 0.217 -1.496  0.50
H: -1.795 -0.407 -2.211  0.32
H: 2.779 -0.782 -0.632  0.35
H: 2.981 -0.839 1.116  0.31
H: 2.854 0.724 0.300  0.38